[1]
The following is a quantum chemistry calculation of 2 unconnected molecules or ions with the total composition C2H6FOP, from the OMol25 dataset.

The value obtained for the maximum force is 0.0732 Eh/bohr. As for the calculated total energy: -16223.1471 eV. As for the SMILES: C=CF.OP. Its orbital gap is 9.989 eV. For the HOMO energy, the calculation gives -0.3451 Eh. The calculation puts the energy above the lowest of the compared OMol25 structures with the same formula, charge and spin at 84.5 kcal/mol.

ORCA input file:
```
! wB97M-V def2-TZVPD RIJCOSX def2/J DEFGRID3
* xyz 0 1
C 0.78 -1.60 0.90
C -0.26 -1.77 0.16
F -0.21 -1.97 -1.19
H 1.77 -1.50 0.51
H 0.72 -1.34 1.94
H -1.33 -1.86 0.54
O -0.30 2.87 -1.19
P -0.61 1.56 -0.16
H -0.78 3.66 -0.77
H 0.60 1.10 0.56
H -0.38 0.85 -1.30
*
```

So, what does the Löwdin scheme give us? The charges, in e, come out as: atom 1 (C): -0.02, atom 2 (C): -0.28, atom 3 (F): -0.03, atom 4 (H): 0.07, atom 5 (H): 0.07, atom 6 (H): 0.14, atom 7 (O): -0.49, atom 8 (P): 0.73, atom 9 (H): 0.04, atom 10 (H): -0.11, atom 11 (H): -0.11

***

[2]
The following is a quantum chemistry calculation of a single C5H12N2 molecule, from the OMol25 dataset.

The value obtained for the maximum force is 0.0873 Eh/bohr. As for the calculated total energy: -8358.7351 eV. As for the SMILES: [H]/N=C(\C)[C@@H](N)CC. Its orbital gap is 10.192 eV. For the HOMO energy, the calculation gives -0.3401 Eh. The calculation puts the energy above the lowest of the compared OMol25 structures with the same formula, charge and spin at 32.3 kcal/mol.

ORCA input file:
```
! wB97M-V def2-TZVPD RIJCOSX def2/J DEFGRID3
* xyz 0 1
H 3.01 -0.61 0.27
N 2.12 -1.07 0.07
C 1.16 -0.19 -0.05
C 1.47 1.24 -0.42
C -0.29 -0.74 -0.39
N -0.27 -2.21 -0.26
C -1.11 -0.09 0.71
C -2.06 0.98 0.23
H 2.02 1.27 -1.36
H 2.10 1.67 0.37
H 0.57 1.85 -0.51
H -0.58 -0.44 -1.40
H 0.16 -2.43 0.64
H 0.46 -2.54 -0.90
H -0.19 0.37 1.34
H -1.63 -0.83 1.33
H -1.58 1.69 -0.44
H -2.48 1.54 1.08
H -2.89 0.53 -0.32
*
```

So, what does the Löwdin scheme give us? The charges, in e, come out as: atom 1 (H): 0.05, atom 2 (N): 0.11, atom 3 (C): -0.38, atom 4 (C): -0.05, atom 5 (C): -0.38, atom 6 (N): 0.01, atom 7 (C): -0.23, atom 8 (C): -0.11, atom 9 (H): 0.09, atom 10 (H): 0.08, atom 11 (H): 0.06, atom 12 (H): 0.14, atom 13 (H): 0.07, atom 14 (H): 0.06, atom 15 (H): 0.14, atom 16 (H): 0.11, atom 17 (H): 0.06, atom 18 (H): 0.07, atom 19 (H): 0.08

***

[3]
The following is a quantum chemistry calculation of 10 unconnected molecules or ions with the total composition C16H39N7O23, from the OMol25 dataset.

The value obtained for the maximum force is 0.0847 Eh/bohr. As for the calculated total energy: -74724.6503 eV. As for the SMILES: C[N+](=O)[O-].C[N+](=O)[O-].C[N+](=O)[O-].C[N+](=O)[O-].C[N+](=O)[O-].C[N+](=O)[O-].C[N+](=O)[O-].COC(=O)OC.COC(=O)OC.COC(=O)OC. Its orbital gap is 9.705 eV. For the HOMO energy, the calculation gives -0.3756 Eh. The calculation puts the energy above the lowest of the compared OMol25 structures with the same formula, charge and spin at 87.8 kcal/mol.

ORCA input file:
```
! wB97M-V def2-TZVPD RIJCOSX def2/J DEFGRID3
* xyz 0 1
C 2.80 5.51 -6.18
N 4.07 5.86 -5.39
O 4.01 5.57 -4.19
O 5.01 6.38 -5.98
H 2.93 4.46 -6.44
H 2.61 6.11 -7.07
H 1.99 5.58 -5.46
C 11.89 3.96 -13.89
N 11.02 5.08 -13.55
O 9.85 5.04 -13.87
O 11.53 5.89 -12.87
H 12.80 4.42 -14.27
H 11.38 3.35 -14.64
H 12.29 3.50 -12.98
C 11.88 1.17 -9.26
N 12.99 1.96 -9.78
O 14.12 1.80 -9.25
O 12.80 2.81 -10.68
H 11.07 1.82 -8.94
H 12.16 0.52 -8.43
H 11.60 0.47 -10.05
C 7.10 3.21 -14.67
N 8.07 3.14 -15.74
O 8.21 1.99 -16.18
O 8.59 4.15 -16.20
H 6.22 2.57 -14.80
H 6.76 4.24 -14.68
H 7.60 2.95 -13.73
C 11.90 7.21 -2.87
N 11.89 7.49 -4.33
O 10.74 7.77 -4.76
O 12.94 7.43 -4.94
H 12.66 6.48 -2.57
H 10.97 6.80 -2.47
H 12.08 8.13 -2.33
C 8.06 7.05 -13.03
N 9.24 7.89 -12.85
O 9.94 8.03 -13.82
O 9.52 8.45 -11.82
H 8.01 6.48 -12.11
H 8.03 6.33 -13.85
H 7.18 7.65 -13.28
C 9.81 -0.45 -14.45
N 9.60 0.11 -13.12
O 9.74 -0.68 -12.20
O 9.42 1.31 -12.99
H 9.79 -1.53 -14.48
H 10.79 -0.11 -14.81
H 9.06 -0.13 -15.17
C 10.72 2.94 -1.33
O 9.58 3.77 -1.53
C 9.35 4.17 -2.80
O 10.24 4.40 -3.68
O 8.03 4.31 -2.98
C 7.56 4.78 -4.28
H 10.33 1.97 -1.63
H 11.00 2.95 -0.28
H 11.62 3.18 -1.90
H 6.52 5.01 -4.08
H 7.71 3.95 -4.97
H 8.03 5.66 -4.73
C 9.53 3.83 -10.83
O 9.78 4.39 -9.62
C 8.85 5.18 -9.14
O 7.67 5.31 -9.52
O 9.37 5.75 -8.09
C 8.75 6.55 -7.23
H 8.94 4.45 -11.50
H 9.05 2.86 -10.71
H 10.49 3.51 -11.22
H 8.77 7.55 -7.66
H 9.41 6.65 -6.36
H 7.80 6.13 -6.89
C 10.01 10.61 -8.96
O 10.80 11.37 -8.12
C 10.15 11.60 -6.85
O 9.08 11.25 -6.44
O 11.12 12.09 -5.98
C 10.78 12.45 -4.59
H 9.89 9.62 -8.53
H 10.23 10.48 -10.02
H 9.03 11.07 -9.08
H 10.20 13.37 -4.52
H 11.80 12.57 -4.23
H 10.30 11.69 -3.96
*
```

So, what does the Löwdin scheme give us? The charges, in e, come out as: atom 1 (C): 0.05, atom 2 (N): -0.41, atom 3 (O): 0.03, atom 4 (O): 0.07, atom 5 (H): 0.10, atom 6 (H): 0.09, atom 7 (H): 0.09, atom 8 (C): 0.05, atom 9 (N): -0.44, atom 10 (O): 0.02, atom 11 (O): 0.11, atom 12 (H): 0.11, atom 13 (H): 0.10, atom 14 (H): 0.08, atom 15 (C): 0.04, atom 16 (N): -0.39, atom 17 (O): 0.06, atom 18 (O): 0.03, atom 19 (H): 0.10, atom 20 (H): 0.10, atom 21 (H): 0.10, atom 22 (C): 0.03, atom 23 (N): -0.42, atom 24 (O): 0.02, atom 25 (O): 0.07, atom 26 (H): 0.11, atom 27 (H): 0.09, atom 28 (H): 0.09, atom 29 (C): 0.02, atom 30 (N): -0.39, atom 31 (O): 0.02, atom 32 (O): 0.09, atom 33 (H): 0.10, atom 34 (H): 0.08, atom 35 (H): 0.10, atom 36 (C): 0.02, atom 37 (N): -0.45, atom 38 (O): 0.06, atom 39 (O): 0.06, atom 40 (H): 0.09, atom 41 (H): 0.07, atom 42 (H): 0.11, atom 43 (C): 0.03, atom 44 (N): -0.42, atom 45 (O): 0.06, atom 46 (O): 0.05, atom 47 (H): 0.10, atom 48 (H): 0.11, atom 49 (H): 0.08, atom 50 (C): -0.05, atom 51 (O): -0.02, atom 52 (C): -0.53, atom 53 (O): 0.05, atom 54 (O): 0.00, atom 55 (C): -0.01, atom 56 (H): 0.10, atom 57 (H): 0.09, atom 58 (H): 0.09, atom 59 (H): 0.07, atom 60 (H): 0.10, atom 61 (H): 0.07, atom 62 (C): -0.09, atom 63 (O): 0.04, atom 64 (C): -0.58, atom 65 (O): 0.09, atom 66 (O): 0.03, atom 67 (C): -0.07, atom 68 (H): 0.08, atom 69 (H): 0.10, atom 70 (H): 0.07, atom 71 (H): 0.11, atom 72 (H): 0.08, atom 73 (H): 0.09, atom 74 (C): -0.11, atom 75 (O): -0.03, atom 76 (C): -0.47, atom 77 (O): 0.13, atom 78 (O): -0.05, atom 79 (C): -0.03, atom 80 (H): 0.09, atom 81 (H): 0.09, atom 82 (H): 0.09, atom 83 (H): 0.09, atom 84 (H): 0.09, atom 85 (H): 0.09

***

[4]
The following is a quantum chemistry calculation of 2 unconnected molecules or ions with the total composition C4H9N, from the OMol25 dataset.

The value obtained for the maximum force is 0.0107 Eh/bohr. As for the calculated total energy: -5779.4303 eV. Its orbital gap is 8.228 eV. For the HOMO energy, the calculation gives -0.2616 Eh. The calculation puts the energy above the lowest of the compared OMol25 structures with the same formula, charge and spin at 101.0 kcal/mol.

ORCA input file:
```
! wB97M-V def2-TZVPD RIJCOSX def2/J DEFGRID3
* xyz 0 1
C -1.74 0.54 -0.23
C -0.56 -0.13 0.37
C -0.08 -1.53 0.43
N 0.60 -0.41 -0.19
C 1.68 -0.11 -0.84
H -2.59 0.50 0.46
H -1.53 1.60 -0.42
H -2.04 0.07 -1.17
H 0.74 1.61 1.42
H -0.41 -2.30 -0.27
H 0.35 -1.91 1.36
H 1.75 0.86 -1.32
H 1.35 2.03 1.31
H 2.47 -0.84 -0.90
*
```

So, what does the Löwdin scheme give us? The charges, in e, come out as: atom 1 (C): -0.07, atom 2 (C): -0.30, atom 3 (C): -0.05, atom 4 (N): -0.18, atom 5 (C): 0.01, atom 6 (H): 0.07, atom 7 (H): 0.07, atom 8 (H): 0.08, atom 9 (H): 0.02, atom 10 (H): 0.10, atom 11 (H): 0.10, atom 12 (H): 0.06, atom 13 (H): 0.04, atom 14 (H): 0.06

***

[5]
The following is a quantum chemistry calculation of 2 unconnected molecules or ions with the total composition C5H8ClN, from the OMol25 dataset.

The value obtained for the maximum force is 0.1493 Eh/bohr. As for the calculated total energy: -19322.5832 eV. Its orbital gap (spin up / spin down) is 8.584 / 8.583 eV. For the HOMO energy (spin up / spin down), the calculation gives -0.3201 / -0.3201 Eh. The calculation puts the energy above the lowest of the compared OMol25 structures with the same formula, charge and spin at 100.7 kcal/mol.

ORCA input file:
```
! wB97M-V def2-TZVPD RIJCOSX def2/J DEFGRID3
* xyz 0 1
C -2.10 -2.69 0.76
C 0.91 0.87 0.12
C -1.37 -0.85 -0.72
C 1.36 1.17 -1.31
C 1.45 1.44 1.22
N -1.75 -1.62 0.17
Cl -2.07 0.77 -0.93
H 0.34 0.01 0.19
H -1.49 -2.88 1.60
H 1.84 0.22 -1.61
H 2.06 2.00 -1.33
H 0.62 1.33 -1.86
H -2.91 -3.26 0.43
H 1.10 1.08 2.08
H 2.00 2.40 1.18
*
```

So, what does the Löwdin scheme give us? The charges, in e, come out as: atom 1 (C): 0.04, atom 2 (C): -0.25, atom 3 (C): -0.48, atom 4 (C): -0.09, atom 5 (C): 0.01, atom 6 (N): -0.12, atom 7 (Cl): 0.56, atom 8 (H): -0.01, atom 9 (H): 0.08, atom 10 (H): 0.10, atom 11 (H): 0.08, atom 12 (H): -0.04, atom 13 (H): 0.06, atom 14 (H): 0.00, atom 15 (H): 0.07

***

[6]
The following is a quantum chemistry calculation of 9 unconnected molecules or ions with the total composition BF4H16O8, from the OMol25 dataset.

The value obtained for the maximum force is 0.0578 Eh/bohr. As for the calculated total energy: -28194.9211 eV. Its orbital gap is 9.229 eV. For the HOMO energy, the calculation gives -0.2375 Eh. The calculation puts the energy above the lowest of the compared OMol25 structures with the same formula, charge and spin at 34.3 kcal/mol.

ORCA input file:
```
! wB97M-V def2-TZVPD RIJCOSX def2/J DEFGRID3
* xyz -1 1
B 0.90 -0.48 -0.12
F 1.54 0.60 -0.64
F 1.71 -1.25 0.70
F -0.18 0.04 0.59
F 0.22 -1.18 -1.16
O 1.60 0.47 2.93
H 1.42 -0.27 2.33
H 1.78 1.23 2.37
O -0.82 -3.33 -0.05
H -0.31 -2.57 -0.37
H -1.21 -3.57 -0.84
O -2.42 -1.44 1.55
H -2.33 -1.16 0.67
H -1.93 -2.25 1.68
O -1.46 1.86 1.74
H -1.37 1.11 1.15
H -1.02 2.62 1.40
O 0.76 1.43 -3.11
H 0.88 1.52 -4.03
H 1.48 0.93 -2.73
O 2.74 3.01 -1.56
H 2.02 3.19 -2.23
H 2.32 2.25 -1.16
O -1.02 -0.87 -3.61
H -1.54 -1.51 -3.14
H -0.14 -1.02 -3.24
O -0.87 0.28 3.79
H -1.33 0.84 3.14
H -1.43 -0.47 3.92
*
```

So, what does the Löwdin scheme give us? The charges, in e, come out as: atom 1 (B): -1.28, atom 2 (F): 0.17, atom 3 (F): 0.16, atom 4 (F): 0.12, atom 5 (F): 0.08, atom 6 (O): -0.08, atom 7 (H): 0.01, atom 8 (H): 0.03, atom 9 (O): -0.02, atom 10 (H): 0.00, atom 11 (H): -0.01, atom 12 (O): -0.04, atom 13 (H): 0.00, atom 14 (H): 0.02, atom 15 (O): -0.04, atom 16 (H): 0.01, atom 17 (H): 0.05, atom 18 (O): -0.03, atom 19 (H): 0.03, atom 20 (H): 0.02, atom 21 (O): -0.10, atom 22 (H): 0.05, atom 23 (H): -0.02, atom 24 (O): -0.06, atom 25 (H): 0.00, atom 26 (H): 0.01, atom 27 (O): -0.08, atom 28 (H): -0.02, atom 29 (H): 0.00

***

[7]
The following is a quantum chemistry calculation of a molecular structure, C4H10N2O2, from the OMol25 dataset.

The value obtained for the maximum force is 0.1531 Eh/bohr. As for the calculated total energy: -11376.4687 eV. Its orbital gap is 9.887 eV. For the HOMO energy, the calculation gives -0.3426 Eh. The calculation puts the energy above the lowest of the compared OMol25 structures with the same formula, charge and spin at 240.6 kcal/mol.

ORCA input file:
```
! wB97M-V def2-TZVPD RIJCOSX def2/J DEFGRID3
* xyz 0 1
C 0.07 -1.91 -1.45
C -1.02 1.24 -0.64
C 0.71 0.36 0.72
C -0.17 -0.12 1.89
H 1.07 -1.90 -1.20
H -0.22 -1.90 -2.74
H -0.55 -2.91 -0.70
H -1.57 1.16 0.33
H -0.44 2.28 -0.42
H -1.47 1.13 -1.59
H -1.18 0.27 1.64
H -0.05 0.43 2.97
H -0.27 -1.33 2.12
H 2.12 0.95 -0.77
N 0.03 0.27 -0.63
N 1.60 1.07 1.14
O -0.68 -0.93 -0.75
O 2.01 1.83 0.08
*
```

So, what does the Löwdin scheme give us? The charges, in e, come out as: atom 1 (C): -0.09, atom 2 (C): -0.06, atom 3 (C): -0.40, atom 4 (C): -0.06, atom 5 (H): 0.01, atom 6 (H): 0.15, atom 7 (H): 0.19, atom 8 (H): 0.07, atom 9 (H): 0.15, atom 10 (H): 0.08, atom 11 (H): 0.03, atom 12 (H): 0.13, atom 13 (H): 0.12, atom 14 (H): 0.25, atom 15 (N): -0.18, atom 16 (N): 0.01, atom 17 (O): -0.26, atom 18 (O): -0.14